[1]
Here is a molecular structure, C34H40GeN6O4S2Ti in a non-equilibrium geometry from the OMol25 dataset. Energies are from wB97M-V/def2-TZVPD.

Properties
**Calculated total energy**: -154329.4340 eV
**Charge**: +2
**Lowest unoccupied orbital energy (spin up / spin down)**: -5.94 / -5.94 eV
**M**: 781.34 g mol⁻¹
**Largest force on an atom**: 1.270 eV/Å
**Orbital gap (spin up / spin down)**: 6.871 / 6.870 eV
**HOMO level (spin up / spin down)**: -12.808 / -12.808 eV
**ΔE to the lowest compared entry with this formula, charge and spin**: 0.6085 eV

Each line ends with the Mulliken charge.
Atoms and positions in Å:
Ti -0.395 0.374 -0.534  -0.7013
C -3.857 -1.094 -1.146  -0.8332
C -4.156 0.212 -0.792  -0.5280
C -3.388 1.257 -1.294  -0.3159
C -2.343 0.997 -2.181  -1.4067
C -2.052 -0.321 -2.547  -0.7761
C -2.794 -1.368 -2.005  -0.0742
H -4.474 -1.902 -0.766  0.4814
H -4.986 0.420 -0.131  0.4066
H -3.601 2.280 -1.020  0.4906
H -1.869 1.814 -2.707  1.4193
H -1.323 -0.506 -3.324  0.7805
H -2.586 -2.386 -2.312  0.6283
N 0.444 -1.893 -0.059  0.2354
C 0.787 -2.484 -1.362  0.7657
C 1.935 -3.505 -1.373  -1.0562
C 1.935 -4.584 -0.285  -0.4217
C 1.038 -5.796 -0.491  -1.2924
N -0.416 -5.541 -0.515  -0.0385
C -1.140 -5.163 0.526  0.6720
N -0.547 -4.900 1.694  -0.2428
N -2.467 -5.025 0.424  -0.3735
C 1.119 -1.350 -2.322  -0.5127
O 1.557 -1.517 -3.411  -0.5571
O 0.849 -0.119 -1.784  0.2056
H 1.296 -1.667 0.449  0.3102
H -0.081 -2.532 0.529  -0.1441
H -0.128 -2.932 -1.756  0.0441
H 2.871 -2.947 -1.288  0.4980
H 1.970 -3.960 -2.365  0.4642
H 1.765 -4.137 0.698  0.3322
H 2.943 -5.000 -0.224  0.3687
H 1.242 -6.554 0.267  0.4077
H 1.261 -6.260 -1.449  0.4696
H -0.913 -5.753 -1.366  0.2402
H 0.386 -5.238 1.868  0.2165
H -1.115 -4.696 2.505  0.2259
H -2.950 -5.236 -0.433  0.1951
H -2.996 -4.650 1.184  0.1069
O -3.134 -1.910 1.649  -0.4486
C -2.777 -1.567 2.941  0.2771
C -3.451 -2.197 3.971  -0.5534
C -3.140 -1.880 5.285  -0.4387
C -2.167 -0.926 5.576  -0.8633
C -1.497 -0.308 4.539  -0.7231
C -1.783 -0.631 3.213  -0.0758
C -1.016 -0.024 2.119  0.5588
O -1.568 -0.023 0.892  0.1940
N 0.186 0.383 2.305  -0.6014
N 0.788 0.768 1.071  0.3887
C 2.039 1.128 1.245  -0.1003
S 3.077 1.434 -0.086  0.1225
C 4.239 2.397 0.906  -0.2341
C 4.376 1.681 2.234  -0.7285
S 2.715 1.255 2.814  0.0581
H -2.830 -1.210 1.051  0.3381
H -4.239 -2.902 3.733  0.4744
H -3.681 -2.361 6.090  0.4365
H -1.944 -0.663 6.602  0.4339
H -0.732 0.432 4.738  0.5167
H 3.822 3.397 1.013  -0.1737
H 5.179 2.445 0.360  0.5364
H 4.832 2.321 2.988  0.4663
H 4.959 0.766 2.143  0.3679
Ge -0.141 2.941 -1.002  1.6933
C 0.321 3.223 -2.861  0.1783
C -0.464 4.133 -3.582  -0.2757
C -0.188 4.423 -4.915  -0.7222
C 0.891 3.820 -5.545  -0.4709
C 1.685 2.921 -4.844  -0.8027
C 1.405 2.628 -3.514  0.2789
C 0.938 4.057 0.162  0.1292
C 0.723 4.084 1.541  -0.2208
C 1.437 4.955 2.362  -0.6901
C 2.368 5.825 1.809  -0.5358
C 2.586 5.818 0.435  -0.8163
C 1.872 4.945 -0.381  -0.2420
H -1.559 3.540 -0.905  -0.3051
H -1.301 4.628 -3.102  0.4405
H -0.808 5.127 -5.456  0.4229
H 1.115 4.054 -6.578  0.4031
H 2.523 2.445 -5.337  0.4259
H 2.033 1.907 -2.998  0.2912
H -0.017 3.432 1.996  0.2859
H 1.255 4.969 3.430  0.4371
H 2.909 6.517 2.444  0.4199
H 3.302 6.505 -0.001  0.4182
H 2.043 4.964 -1.453  0.3386

[2]
Here is a molecular structure, C34H40IN6O3PbSSe2 in a non-equilibrium geometry from the OMol25 dataset. Energies are from wB97M-V/def2-TZVPD.

Properties
**Calculated total energy**: -205840.7229 eV
**Charge**: +3
**Lowest unoccupied orbital energy (spin up / spin down)**: -10.36 / -10.55 eV
**M**: 1104.82 g mol⁻¹
**Largest force on an atom**: 1.576 eV/Å
**Orbital gap (spin up / spin down)**: 5.356 / 5.202 eV
**HOMO level (spin up / spin down)**: -15.714 / -15.749 eV
**ΔE to the lowest compared entry with this formula, charge and spin**: 5.5465 eV

Each line ends with the Mulliken charge.
Atoms and positions in Å:
Pb -0.013 -0.591 0.078  1.7393
O 0.899 3.151 -1.544  -0.6640
C 0.414 2.076 -1.801  0.0129
N 0.968 0.856 -1.498  -0.2885
C 2.324 0.840 -1.337  -0.1697
O 3.092 1.770 -1.409  -0.5462
C 2.872 -0.550 -1.096  0.5542
C 4.235 -0.743 -1.285  -0.6054
C 4.773 -2.011 -1.143  -0.7104
C 3.917 -3.050 -0.804  -1.0217
C 2.580 -2.765 -0.593  -0.2452
N 2.060 -1.544 -0.725  0.6320
C -0.900 2.013 -2.539  0.5245
C -1.536 3.231 -2.786  -0.5931
C -2.686 3.223 -3.555  -0.5475
C -3.158 2.018 -4.053  -0.7717
C -2.458 0.857 -3.741  -0.1463
N -1.374 0.873 -2.994  -0.1351
H 4.840 0.113 -1.540  0.6576
H 5.829 -2.186 -1.283  0.5038
H 4.276 -4.062 -0.701  0.5353
H 1.898 -3.547 -0.286  0.3047
H -1.093 4.135 -2.394  0.5280
H -3.194 4.150 -3.779  0.5013
H -4.030 1.976 -4.687  0.4681
H -2.776 -0.105 -4.116  0.5072
C 1.663 1.227 4.215  -0.9593
Se 0.113 0.727 3.183  0.5779
C -1.079 2.208 3.661  -0.3465
C -2.517 1.732 3.731  -1.1438
Se -3.159 0.994 2.028  0.2482
C -3.936 2.628 1.306  -1.1410
H 1.966 2.239 3.959  0.2506
H 2.457 0.521 3.992  0.2831
H 1.401 1.168 5.271  0.4654
H -0.948 2.992 2.910  0.0019
H -0.751 2.603 4.624  0.6259
H -3.178 2.559 3.990  0.5342
H -2.632 0.942 4.474  0.4570
H -4.699 2.982 1.996  0.4126
H -4.394 2.406 0.346  0.3751
H -3.155 3.374 1.189  0.3585
S 2.522 -3.802 3.080  -0.1634
C 2.209 -2.245 2.429  -0.5994
N 0.967 -1.931 2.220  0.7154
C 0.128 -2.944 2.620  -0.5839
C -1.266 -2.925 2.584  -0.2308
C -1.954 -4.054 2.971  -0.9357
C -1.275 -5.192 3.414  -0.6676
C 0.103 -5.220 3.495  -0.4805
C 0.801 -4.088 3.097  0.9882
H 3.021 -1.581 2.197  0.3296
H -1.775 -2.022 2.272  0.3872
H -3.032 -4.058 2.931  0.5251
H -1.838 -6.059 3.720  0.4736
H 0.623 -6.090 3.863  0.5061
N 3.755 2.398 1.238  -0.1685
C 2.484 2.788 1.154  0.1868
O 1.542 2.020 1.365  -0.1327
C 2.279 4.250 0.866  -1.0983
I 1.205 5.106 2.524  0.1110
H 3.973 1.421 1.372  0.1662
H 4.510 2.994 0.940  0.2392
H 1.662 4.369 -0.023  0.2296
H 3.211 4.796 0.753  0.6429
C -0.362 -3.675 -3.079  -0.8142
N -0.671 -4.741 -2.107  0.1586
C -1.659 -5.690 -2.658  -0.8494
C -1.077 -4.187 -0.771  0.2872
C -2.185 -3.176 -0.877  1.0268
C -3.498 -3.630 -1.021  -0.4981
C -4.542 -2.740 -1.174  -1.2033
C -4.289 -1.381 -1.169  -1.4488
C -2.993 -0.923 -0.974  -0.8359
C -1.938 -1.808 -0.823  0.1825
H 0.043 -4.114 -3.989  0.4613
H 0.361 -2.976 -2.662  0.1920
H -1.266 -3.122 -3.327  0.4036
H 0.190 -5.278 -1.955  0.3512
H -2.589 -5.175 -2.894  0.4397
H -1.859 -6.480 -1.936  0.3658
H -1.273 -6.146 -3.569  0.3578
H -0.205 -3.709 -0.318  -1.6436
H -1.392 -5.024 -0.145  0.7129
H -3.707 -4.688 -0.982  0.6916
H -5.551 -3.106 -1.284  0.4937
H -5.090 -0.670 -1.294  0.5840
H -2.817 0.144 -0.945  1.1205

[3]
Here is a molecular structure, C34H40IN6O3PbSSe2 from the OMol25 dataset. Energies are from wB97M-V/def2-TZVPD.

Properties
**Calculated total energy**: -205844.5070 eV
**Charge**: +3
**Lowest unoccupied orbital energy**: -7.62 eV
**M**: 1104.82 g mol⁻¹
**Largest force on an atom**: 0.245 eV/Å
**Orbital gap**: 7.997 eV
**HOMO level**: -15.616 eV
**ΔE to the lowest compared entry with this formula, charge and spin**: 1.7624 eV

Each line ends with the Mulliken charge.
Atoms and positions in Å:
Pb -0.223 0.376 0.820  1.1551
O -1.875 3.575 2.453  -0.6291
C -1.845 2.841 1.491  -0.3132
N -0.708 2.574 0.736  0.4662
C 0.139 3.622 0.454  -0.4500
O -0.101 4.790 0.643  -0.6090
C 1.460 3.259 -0.203  0.6611
C 2.265 4.311 -0.630  -0.5210
C 3.495 4.029 -1.194  -0.9812
C 3.905 2.702 -1.265  -0.8054
C 3.045 1.721 -0.803  -0.6774
N 1.819 1.976 -0.318  1.5065
C -3.045 2.043 1.067  0.6822
C -4.315 2.452 1.429  -0.8780
C -5.396 1.708 0.977  -0.5907
C -5.159 0.584 0.204  -0.8651
C -3.848 0.231 -0.076  -0.3373
N -2.803 0.944 0.339  0.2788
H 1.903 5.321 -0.498  0.6331
H 4.138 4.825 -1.546  0.5351
H 4.879 2.433 -1.651  0.5829
H 3.360 0.682 -0.801  -0.0270
H -4.435 3.339 2.036  0.5919
H -6.407 2.004 1.222  0.5150
H -5.973 -0.020 -0.172  0.4753
H -3.630 -0.663 -0.650  0.5450
C 1.343 -5.082 -1.420  -1.3557
Se 1.059 -3.195 -1.015  1.0066
C 2.979 -2.745 -1.100  -0.7465
C 3.540 -2.790 0.314  -1.0316
Se 2.911 -1.263 1.365  0.3364
C 2.699 -2.130 3.092  -1.0647
H 1.791 -5.162 -2.406  0.4634
H 0.396 -5.605 -1.363  0.4897
H 2.010 -5.449 -0.640  0.4192
H 3.093 -1.766 -1.557  0.2452
H 3.426 -3.494 -1.753  0.6463
H 4.627 -2.764 0.238  0.5534
H 3.277 -3.718 0.824  0.4289
H 3.661 -2.496 3.437  0.4157
H 1.970 -2.933 3.029  0.4306
H 2.332 -1.361 3.768  0.2491
S -2.703 0.351 5.143  -0.1793
C -1.521 0.749 3.986  -0.5125
N -1.494 0.023 2.905  0.5633
C -2.466 -0.976 2.963  -0.4459
C -2.693 -1.972 2.010  -0.3645
C -3.698 -2.886 2.234  -0.7591
C -4.482 -2.829 3.396  -0.6235
C -4.262 -1.864 4.353  -0.5464
C -3.241 -0.941 4.125  0.9412
H -0.860 1.584 4.155  0.1894
H -2.087 -2.026 1.112  0.3323
H -3.891 -3.667 1.511  0.4499
H -5.264 -3.560 3.546  0.4468
H -4.857 -1.830 5.255  0.4576
N 0.962 3.274 3.438  0.0290
C 1.658 2.160 3.243  0.1172
O 1.238 1.179 2.593  -0.0889
C 3.027 2.089 3.859  -1.3552
I 4.412 3.164 2.646  0.1458
H 0.055 3.458 3.009  -0.1174
H 1.395 4.050 3.916  0.2487
H 3.366 1.060 3.877  0.2977
H 3.058 2.520 4.857  0.5639
C -0.496 1.370 -2.995  -1.0181
N 0.934 1.024 -3.281  0.4375
C 1.365 1.523 -4.631  -0.9106
C 1.335 -0.395 -2.943  0.1616
C 0.448 -1.508 -3.454  0.8276
C -0.206 -1.409 -4.679  -0.5472
C -1.123 -2.355 -5.109  -0.9728
C -1.432 -3.430 -4.296  -0.9900
C -0.756 -3.587 -3.098  -1.0900
C 0.204 -2.663 -2.694  0.6900
H -0.621 2.434 -3.184  0.4723
H -0.714 1.166 -1.948  0.3459
H -1.152 0.796 -3.641  0.4835
H 1.474 1.568 -2.595  -0.3596
H 0.595 1.319 -5.366  0.5055
H 2.298 1.045 -4.915  0.3250
H 1.507 2.599 -4.559  0.4369
H 1.346 -0.411 -1.850  -0.2872
H 2.362 -0.492 -3.299  0.5896
H -0.002 -0.572 -5.328  0.3935
H -1.603 -2.240 -6.072  0.4671
H -2.178 -4.154 -4.594  0.4646
H -0.995 -4.442 -2.481  0.3547

[4]
Here is a molecular structure, C34H41AsN3O8P2STl in a non-equilibrium geometry from the OMol25 dataset. Energies are from wB97M-V/def2-TZVPD.

Properties
**Calculated total energy**: -151722.7828 eV
**Charge**: -2
**Lowest unoccupied orbital energy**: 3.52 eV
**M**: 993.04 g mol⁻¹
**Largest force on an atom**: 2.023 eV/Å
**Orbital gap**: 6.025 eV
**HOMO level**: -2.509 eV
**ΔE to the lowest compared entry with this formula, charge and spin**: 1.1661 eV

Each line ends with the Mulliken charge.
Atoms and positions in Å:
Tl -1.851 -0.631 0.763  0.6825
C -3.836 2.014 3.500  -1.6242
P -3.025 2.122 1.840  1.4533
C -1.932 3.600 2.083  -1.1590
C -4.426 3.110 1.028  -1.1562
C -3.962 3.538 -0.355  -0.9908
P -2.823 2.203 -1.011  1.0408
C -2.777 2.811 -2.786  -1.4294
C -4.092 0.901 -1.236  -0.9307
H -4.005 2.998 3.940  0.3644
H -3.197 1.412 4.137  0.3291
H -4.790 1.502 3.376  0.4256
H -2.511 4.494 2.321  0.4692
H -1.377 3.745 1.158  0.1829
H -1.223 3.384 2.872  0.0632
H -4.729 3.971 1.639  0.5564
H -5.298 2.456 0.939  0.3616
H -3.389 4.470 -0.293  0.3525
H -4.801 3.720 -1.038  0.5193
H -3.774 2.880 -3.225  0.3800
H -2.181 2.110 -3.366  0.2293
H -2.296 3.789 -2.830  0.3775
H -4.931 1.264 -1.834  0.5970
H -4.440 0.573 -0.256  0.2922
H -3.634 0.033 -1.710  -0.0430
O -4.342 -4.029 2.320  -0.5797
As -2.620 -3.658 2.602  0.8860
O -2.246 -4.762 3.762  -0.8893
O -2.269 -2.123 3.001  -0.4878
C -1.737 -4.151 0.941  0.0984
C -0.553 -4.866 1.063  -0.4516
C 0.159 -5.239 -0.061  -0.5271
C -0.328 -4.935 -1.324  -0.6705
C -1.508 -4.224 -1.441  -0.8478
C -2.192 -3.809 -0.311  0.2419
S -3.624 -2.769 -0.675  1.1519
O -4.049 -2.013 0.493  -0.6094
O -4.639 -3.672 -1.201  -0.8061
O -3.057 -1.898 -1.718  -0.6387
H -4.471 -4.810 2.863  0.2645
H -0.222 -5.113 2.065  0.5196
H 1.096 -5.769 0.046  0.3736
H 0.225 -5.244 -2.205  0.3686
H -1.916 -3.943 -2.400  0.4422
C 4.958 0.013 5.661  -1.5301
C 3.631 0.205 4.981  0.9408
C 2.810 1.273 5.299  -0.8286
C 1.607 1.479 4.630  1.2693
C 0.735 2.640 5.012  -1.5874
C 1.228 0.612 3.608  0.1048
C 2.015 -0.511 3.325  0.6627
C 1.571 -1.508 2.298  -0.9816
C 3.205 -0.692 4.010  -1.0292
C 0.051 0.925 2.672  0.1810
O -1.091 1.068 3.141  -0.8660
O 0.397 1.049 1.480  -0.6770
H 5.014 0.605 6.573  0.3631
H 5.770 0.327 5.002  0.2704
H 5.124 -1.035 5.909  0.3512
H 3.107 1.966 6.079  0.2958
H 0.835 2.853 6.076  0.4476
H -0.298 2.396 4.780  0.0916
H 1.018 3.537 4.454  0.2940
H 0.614 -1.942 2.600  0.2063
H 2.300 -2.310 2.176  0.3272
H 1.421 -1.003 1.344  0.0026
H 3.822 -1.551 3.776  0.3124
N 3.951 0.199 -4.074  0.0003
C 4.784 0.129 -5.157  0.6083
C 6.158 0.016 -5.293  -0.9106
C 6.663 -0.050 -6.578  -0.4153
C 5.828 0.020 -7.694  -0.4428
C 4.459 0.144 -7.568  -0.7333
C 3.921 0.181 -6.285  0.5789
N 2.622 0.256 -5.867  -0.7463
C 2.661 0.261 -4.559  -0.0235
C 1.510 0.287 -3.670  1.1561
C 1.621 0.740 -2.353  -1.2508
C 0.490 0.747 -1.551  -0.6616
N -0.685 0.305 -1.970  0.6062
C -0.795 -0.166 -3.201  -0.7386
C 0.264 -0.179 -4.099  -0.9985
H 4.208 0.153 -3.101  0.2030
H 6.814 -0.026 -4.433  0.3713
H 7.728 -0.160 -6.725  0.3642
H 6.268 -0.026 -8.681  0.3596
H 3.816 0.200 -8.431  0.4251
H 2.558 1.120 -1.972  0.3989
H 0.515 1.099 -0.528  0.8855
H -1.772 -0.560 -3.453  0.6769
H 0.162 -0.529 -5.116  0.4836